# 1
The following is a quantum chemistry calculation of a cluster of 2 separate species, C2H3N3 in total, from the OMol25 dataset.

Last column: Löwdin charge in e.
Cartesian coordinates (Å):
N -0.031 1.149 -0.384  0.10
C 1.951 -1.002 0.146  -0.11
N 1.833 -2.125 0.395  0.05
N -1.871 -0.307 0.336  0.15
C -0.978 0.442 -0.029  -0.37
H -0.140 2.126 -0.117  0.08
H 1.944 0.043 -0.090  0.02
H -2.708 -0.326 -0.258  0.09

## Properties
- charge = 0
- total energy (eV) = -6591.415
- energy above the lowest of the compared OMol25 structures with the same formula, charge and spin (kJ/mol) = 111.93
- strongest force on any atom (eV/Å) = 1.35
- HOMO level (eV) = -11.042
- SMILES = N=C=N.C#N

=====

# 2
The following is a quantum chemistry calculation of the molecule C2H3N3, from the OMol25 dataset.

Last column: Löwdin charge in e.
Cartesian coordinates (Å):
N -0.463 0.655 0.928  -0.11
N -1.244 0.075 0.038  0.04
C -0.377 -0.521 -0.776  -0.16
C 0.922 -0.256 -0.315  -0.16
N 0.837 0.500 0.775  0.04
H -0.844 1.206 1.682  0.15
H -0.713 -1.094 -1.628  0.09
H 1.881 -0.565 -0.705  0.09

## Properties
- charge = 0
- total energy (eV) = -6592.001
- energy above the lowest of the compared OMol25 structures with the same formula, charge and spin (kJ/mol) = 55.41
- strongest force on any atom (eV/Å) = 0.27
- HOMO level (eV) = -10.261
- SMILES = c1cn[nH]n1

=====

# 3
The following is a quantum chemistry calculation of a cluster of 2 separate species, C2H3N3O in total, from the OMol25 dataset.

Last column: Löwdin charge in e.
Cartesian coordinates (Å):
C -0.211 -0.135 0.066  -0.09
C -1.106 -1.394 0.315  -0.23
N 1.052 -0.189 0.045  0.07
N 2.626 1.524 -0.227  0.12
N 1.794 0.726 -0.249  -0.19
O -0.716 -2.519 0.080  0.04
H -0.656 0.857 0.040  0.10
H -2.072 -1.126 0.786  0.11
H 2.324 2.474 1.149  0.08

## Properties
- charge = 0
- total energy (eV) = -8633.671
- energy above the lowest of the compared OMol25 structures with the same formula, charge and spin (kJ/mol) = 658.32
- strongest force on any atom (eV/Å) = 4.24
- HOMO level (alpha / beta) (eV) = -8.277 / -9.059

=====

# 4
The following is a quantum chemistry calculation of the molecule C2H3N3O, from the OMol25 dataset.

Last column: Löwdin charge in e.
Cartesian coordinates (Å):
O 1.790 -0.834 -0.310  0.07
C 0.563 -0.312 -0.180  -0.43
N 0.269 0.885 -0.611  0.10
N -1.010 1.056 -0.228  -0.09
N -1.513 0.045 0.491  0.05
C -0.563 -0.865 0.486  -0.07
H 2.325 -0.136 -0.720  0.12
H -1.182 1.989 0.111  0.14
H -0.678 -1.829 0.962  0.11

## Properties
- charge = 0
- total energy (eV) = -8639.238
- energy above the lowest of the compared OMol25 structures with the same formula, charge and spin (kJ/mol) = 121.21
- strongest force on any atom (eV/Å) = 0.74
- HOMO level (eV) = -9.595
- SMILES = Oc1cn[nH]n1

=====

# 5
The following is a quantum chemistry calculation of the molecule C2H3N3O, from the OMol25 dataset.

Last column: Löwdin charge in e.
Cartesian coordinates (Å):
N 0.183 -0.308 -1.709  0.12
C 0.018 0.024 -0.492  -0.43
N 1.176 0.237 0.236  0.06
O 0.888 0.103 1.604  -0.08
N -0.459 0.188 1.729  0.07
C -1.008 0.193 0.564  -0.05
H 1.912 -0.365 -0.117  0.15
H -0.622 -0.300 -2.313  0.04
H -2.089 0.228 0.497  0.11

## Properties
- charge = 0
- total energy (eV) = -8636.861
- energy above the lowest of the compared OMol25 structures with the same formula, charge and spin (kJ/mol) = 350.62
- strongest force on any atom (eV/Å) = 0.77
- HOMO level (eV) = -9.274
- SMILES = [H]/N=c1\cno[nH]1

=====

# 6
The following is a quantum chemistry calculation of the molecule C2H3N3O, from the OMol25 dataset.

Last column: Löwdin charge in e.
Cartesian coordinates (Å):
C 0.281 -0.694 0.547  0.00
C 0.633 0.471 1.213  -0.17
H -1.154 -0.180 -2.266  0.16
H 0.203 -1.740 0.826  0.11
H 1.128 0.531 2.126  0.08
N -0.277 -0.187 -0.642  -0.24
N 0.340 1.534 0.453  -0.02
N -0.250 1.150 -0.667  0.03
O -0.904 -0.884 -1.589  0.05

## Properties
- charge = 0
- total energy (eV) = -8637.325
- energy above the lowest of the compared OMol25 structures with the same formula, charge and spin (kJ/mol) = 305.85
- strongest force on any atom (eV/Å) = 3.87
- HOMO level (eV) = -10.024
- SMILES = On1ccnn1

=====

# 7
The following is a quantum chemistry calculation of a cluster of 2 separate species, C2H3N3O in total, from the OMol25 dataset.

Last column: Löwdin charge in e.
Cartesian coordinates (Å):
O -2.397 -0.750 -0.017  0.05
C -1.161 -0.273 -0.102  -0.18
N -0.104 -0.890 0.066  -0.11
N 1.060 -1.266 -0.126  0.12
N 2.155 2.563 -0.102  0.04
C 1.132 2.044 -0.235  -0.11
H -2.405 -1.718 0.072  0.12
H 1.547 -1.265 0.780  0.08
H 0.173 1.555 -0.337  -0.01

## Properties
- charge = 0
- total energy (eV) = -8636.082
- energy above the lowest of the compared OMol25 structures with the same formula, charge and spin (kJ/mol) = 425.76
- strongest force on any atom (eV/Å) = 1.15
- HOMO level (eV) = -10.017

=====

# 8
The following is a quantum chemistry calculation of the molecule C2H3N3O, from the OMol25 dataset.

Last column: Löwdin charge in e.
Cartesian coordinates (Å):
C -0.108 -0.309 -0.703  -0.40
C -0.049 1.124 0.972  -0.20
H -1.601 -0.807 -2.076  0.13
H 1.565 -1.431 0.574  0.20
H -0.410 1.907 1.512  0.10
N -0.509 -1.063 -1.730  0.05
N 0.961 -0.544 0.334  0.02
N 0.714 0.230 1.382  0.03
O -0.563 0.892 -0.266  0.06

## Properties
- charge = 0
- total energy (eV) = -8637.849
- energy above the lowest of the compared OMol25 structures with the same formula, charge and spin (kJ/mol) = 255.25
- strongest force on any atom (eV/Å) = 4.54
- HOMO level (eV) = -8.778
- SMILES = [H]/N=c1/[nH]nco1

=====

Repeat the second record exactly.
The following is a quantum chemistry calculation of the molecule C2H3N3, from the OMol25 dataset.

Last column: Löwdin charge in e.
Cartesian coordinates (Å):
N -0.463 0.655 0.928  -0.11
N -1.244 0.075 0.038  0.04
C -0.377 -0.521 -0.776  -0.16
C 0.922 -0.256 -0.315  -0.16
N 0.837 0.500 0.775  0.04
H -0.844 1.206 1.682  0.15
H -0.713 -1.094 -1.628  0.09
H 1.881 -0.565 -0.705  0.09

## Properties
- charge = 0
- total energy (eV) = -6592.001
- energy above the lowest of the compared OMol25 structures with the same formula, charge and spin (kJ/mol) = 55.41
- strongest force on any atom (eV/Å) = 0.27
- HOMO level (eV) = -10.261
- SMILES = c1cn[nH]n1

=====

The highest total energy belongs to which entry? number 1

=====

Which value of total energy does entry 1 give? -6591.415 eV